# 1
Below is a structure of composition C54H65N6O4PS2Sr, with properties calculated with ωB97M-V with the def2-TZVPD basis set.

Positions of all 133 atoms, in Å:
Sr -0.048 0.241 -0.347
C 5.277 1.988 -1.891
C 4.588 2.402 -0.585
C 5.186 3.719 -0.077
C 4.702 1.297 0.449
C 5.965 0.839 0.799
C 6.128 -0.198 1.696
C 5.013 -0.835 2.207
C 3.730 -0.423 1.874
C 2.532 -1.135 2.460
C 2.461 -0.899 3.971
C 2.573 -2.633 2.153
C 3.569 0.683 1.023
N 2.294 1.227 0.796
C 2.126 2.438 1.207
C 0.989 3.236 0.993
C 0.880 4.591 1.350
C -0.351 5.016 0.892
C -0.955 3.909 0.277
N -0.149 2.829 0.329
C -2.363 3.880 -0.271
C -2.927 5.293 -0.468
C -3.215 3.140 0.768
C -2.418 3.148 -1.615
H 5.131 2.758 -2.648
H 4.856 1.056 -2.261
H 6.346 1.851 -1.749
H 3.528 2.566 -0.810
H 6.231 3.590 0.198
H 4.646 4.080 0.795
H 5.128 4.480 -0.853
H 6.841 1.314 0.382
H 7.121 -0.518 1.982
H 5.152 -1.652 2.900
H 1.630 -0.730 1.993
H 3.297 -1.371 4.482
H 1.542 -1.318 4.376
H 2.485 0.166 4.190
H 3.491 -3.092 2.515
H 2.496 -2.791 1.081
H 1.727 -3.127 2.628
H 2.932 2.930 1.769
H 1.617 5.184 1.859
H -0.762 6.001 0.989
H -3.047 5.801 0.485
H -3.905 5.231 -0.943
H -2.275 5.889 -1.101
H -3.251 3.718 1.689
H -2.748 2.182 0.982
H -4.232 2.990 0.411
H -1.860 3.706 -2.365
H -3.448 3.058 -1.955
H -1.981 2.158 -1.510
S -7.246 -1.360 -1.778
C -7.385 -1.288 -3.486
C -6.205 -0.974 -4.086
C -5.159 -0.782 -3.163
C -5.550 -0.960 -1.862
C -4.768 -0.831 -0.658
C -3.432 -0.365 -0.698
N -2.706 -0.147 0.360
C -3.232 -0.378 1.573
C -4.543 -0.889 1.735
C -5.078 -1.106 3.038
C -4.361 -0.783 4.138
C -3.041 -0.256 4.022
C -2.270 0.072 5.142
C -0.984 0.560 4.976
C -0.527 0.736 3.649
N -1.228 0.438 2.589
C -2.463 -0.058 2.741
C -0.144 0.843 6.117
C -0.248 0.321 7.381
C 0.743 0.792 8.259
C 1.590 1.674 7.664
S 1.200 1.939 6.014
C -5.302 -1.117 0.585
H -8.334 -1.487 -3.944
H -6.083 -0.886 -5.152
H -4.155 -0.531 -3.455
H -2.961 -0.157 -1.641
H -6.078 -1.512 3.118
H -4.769 -0.925 5.129
H -2.695 -0.048 6.128
H 0.462 1.128 3.460
H -1.000 -0.389 7.674
H 0.833 0.473 9.281
H 2.418 2.197 8.100
H -6.311 -1.494 0.681
N 1.280 3.014 -2.554
C 0.642 2.233 -3.455
C 0.760 2.461 -4.840
C 0.111 1.618 -5.714
C -0.647 0.570 -5.200
C -0.691 0.409 -3.828
N -0.074 1.213 -2.972
H 1.666 3.890 -2.863
H 0.980 2.912 -1.591
H 1.362 3.280 -5.201
H 0.181 1.771 -6.782
H -1.184 -0.098 -5.853
H -1.241 -0.408 -3.386
C 0.518 -3.002 -4.300
C 1.716 -2.493 -3.501
C 2.449 -1.406 -4.296
C 2.684 -3.650 -3.219
O 1.316 -1.889 -2.280
P 0.093 -2.347 -1.316
O -1.232 -1.922 -1.857
O 0.437 -1.790 0.020
O 0.324 -3.950 -1.354
C -0.604 -4.878 -0.831
C 0.167 -6.198 -0.714
C -1.100 -4.414 0.535
C -1.774 -5.036 -1.804
H 0.846 -3.428 -5.247
H -0.173 -2.186 -4.495
H 0.002 -3.761 -3.720
H 2.892 -1.840 -5.189
H 3.236 -0.971 -3.684
H 1.763 -0.615 -4.590
H 2.981 -4.130 -4.150
H 2.202 -4.377 -2.573
H 3.572 -3.279 -2.711
H 1.004 -6.077 -0.032
H 0.560 -6.475 -1.691
H -0.485 -6.991 -0.356
H -0.252 -4.273 1.199
H -1.790 -5.134 0.967
H -1.598 -3.455 0.421
H -1.430 -5.487 -2.734
H -2.183 -4.054 -2.022
H -2.548 -5.665 -1.371

- E_HOMO: -6.919 eV

Here are the Löwdin charges for atoms 1 to 2, given in e:
1 Sr 1.44
2 C -0.06

=====

# 2
Below is a cluster of 2 separate species, C4H8O2 in total, with properties calculated with ωB97M-V with the def2-TZVPD basis set.

Positions of all 14 atoms, in Å:
C -1.151 -1.899 1.979
C -0.280 -1.642 1.007
O -0.564 -1.840 -0.305
H -2.142 -2.278 1.748
H -0.878 -1.747 3.016
H 0.721 -1.261 1.222
H 0.164 -1.467 -0.836
C 0.762 2.360 -1.124
C 0.371 0.916 -1.122
O 1.145 0.011 -1.369
H 0.526 2.799 -0.148
H 1.829 2.460 -1.335
H 0.176 2.906 -1.871
H -0.679 0.682 -0.863

- SMILES: C=CO.CC=O
- E_HOMO: -8.698 eV

Here are the Löwdin charges for atoms 1 to 2, given in e:
1 C 0.00
2 C -0.31

=====

# 3
Below is an isolated molecule of C5H7NO, with properties calculated with ωB97M-V with the def2-TZVPD basis set.

Positions of all 14 atoms, in Å:
C -1.657 0.350 0.268
C -0.529 -0.672 0.155
C 0.789 -0.064 -0.299
C 2.258 0.027 0.835
O 1.902 -0.911 -0.170
C 0.751 0.538 -1.641
N 0.656 0.997 -2.698
H -1.422 1.123 1.009
H -2.582 -0.143 0.579
H -1.845 0.843 -0.693
H -0.343 -1.166 1.115
H -0.783 -1.454 -0.570
H 1.095 0.873 0.366
H 1.709 -0.340 1.745

- E_HOMO: -9.251 eV

Here are the Löwdin charges for atoms 1 to 2, given in e:
1 C -0.09
2 C -0.18

=====

# 4
Below is a structure of composition C3H4N4O, with properties calculated with ωB97M-V with the def2-TZVPD basis set.

Positions of all 12 atoms, in Å:
C -1.918 0.647 0.028
C -0.367 0.304 -0.293
C 0.597 1.221 -0.120
H -1.954 -1.084 0.935
H -1.786 1.371 0.877
H -2.374 1.214 -0.850
H 0.424 2.198 -0.051
N 1.875 0.907 0.161
N 2.174 -0.396 0.224
N 1.283 -1.314 -0.072
N 0.047 -0.946 -0.283
O -2.730 -0.561 0.150

- E_HOMO: -10.127 eV

Here are the Löwdin charges for atoms 1 to 2, given in e:
1 C -0.21
2 C -0.23

=====

The following energy above the lowest of the compared OMol25 structures with the same formula, charge and spin values (in eV) correspond, in order, to the records above: 0.834, 1.749, 5.338, 5.533.